Entry 1:
{"formula": "C17H20N2O4", "method": "the ωB97M-V functional and the def2-TZVPD basis", "homo_energy_ev": -8.76, "e_lumo_ev": 0.6, "spin_multiplicity": 1, "smiles": "Cc1ccc(OCC(=O)NCCCNC(=O)c2ccco2)cc1", "orbital_gap_ev": 9.3929, "symbols": ["C", "C", "C", "C", "C", "C", "C", "H", "H", "O", "C", "H", "C", "O", "N", "C", "H", "H", "C", "H", "H", "C", "N", "C", "O", "C", "C", "C", "C", "O", "H", "H", "H", "H", "H", "H", "H", "H", "H", "H", "H", "H", "H"], "positions_angstrom": [[4.9593, -1.3988, 1.5461], [3.5503, -0.8902, 1.5153], [2.6020, -1.3363, 2.4212], [1.2982, -0.8653, 2.3960], [0.9260, 0.0733, 1.4465], [1.8760, 0.5467, 0.5424], [3.1658, 0.0642, 0.5776], [3.8895, 0.4330, -0.1343], [1.5804, 1.2861, -0.1859], [-0.3439, 0.5696, 1.2927], [-1.3175, 0.2796, 2.2771], [-0.9907, 0.6227, 3.2647], [-2.5660, 1.0670, 1.8596], [-2.9852, 2.0136, 2.4851], [-3.1173, 0.6088, 0.7199], [-4.1290, 1.3481, -0.0014], [-5.0837, 0.8115, 0.0412], [-4.2444, 2.2993, 0.5244], [-3.7338, 1.5784, -1.4609], [-3.7882, 0.6403, -2.0174], [-4.4526, 2.2688, -1.9025], [-2.3173, 2.1501, -1.6238], [-1.3063, 1.1223, -1.5272], [-0.8237, 0.4993, -2.6263], [-1.1187, 0.8077, -3.7662], [0.1006, -0.6132, -2.3268], [1.0154, -1.2356, -3.1337], [1.6123, -2.2453, -2.3473], [1.0125, -2.1737, -1.1273], [0.0973, -1.1949, -1.1017], [1.1499, -2.7395, -0.2269], [2.3768, -2.9312, -2.6486], [1.2252, -0.9873, -4.1531], [-0.9520, 0.8721, -0.6139], [-2.2237, 2.5892, -2.6205], [-2.1267, 2.9148, -0.8680], [-2.7097, -0.1849, 0.2503], [-1.5376, -0.7965, 2.3123], [0.5883, -1.2406, 3.1166], [2.8766, -2.0707, 3.1649], [5.0398, -2.2865, 2.1682], [5.6249, -0.6361, 1.9503], [5.3011, -1.6401, 0.5415]], "nbo_charge": [-0.6237, -0.0435, -0.1997, -0.3126, 0.3693, -0.2698, -0.1797, 0.2143, 0.2265, -0.5380, -0.1527, 0.2090, 0.6544, -0.6035, -0.6135, -0.2269, 0.1962, 0.2307, -0.4132, 0.2069, 0.2194, -0.2340, -0.6328, 0.6216, -0.6190, 0.1538, -0.2389, -0.3206, 0.1134, -0.4109, 0.2101, 0.2315, 0.2418, 0.4287, 0.2369, 0.2038, 0.4004, 0.1825, 0.2187, 0.2114, 0.2140, 0.2202, 0.2175]}

=====

Entry 2:
{"formula": "C17H20N2O4", "method": "the ωB97M-V functional and the def2-TZVPD basis", "homo_energy_ev": -8.64, "e_lumo_ev": 0.4, "spin_multiplicity": 1, "smiles": "CCCC(=O)Oc1ccc(-c2nccc(C(OC)OC)n2)cc1", "orbital_gap_ev": 9.0068, "symbols": ["C", "C", "C", "C", "O", "O", "C", "C", "C", "C", "C", "C", "H", "H", "C", "N", "C", "C", "C", "N", "C", "O", "C", "H", "H", "H", "O", "C", "H", "H", "H", "H", "H", "H", "H", "H", "H", "H", "H", "H", "H", "H", "H"], "positions_angstrom": [[-8.3833, -0.7230, 0.0435], [-7.1076, -0.0138, -0.3902], [-5.8843, -0.5753, 0.3276], [-4.6123, 0.1213, -0.0949], [-4.5338, 0.9974, -0.9099], [-3.5692, -0.4099, 0.5740], [-2.2689, 0.0455, 0.4226], [-1.9394, 1.3759, 0.1970], [-0.6091, 1.7381, 0.1108], [0.3987, 0.7875, 0.2555], [0.0553, -0.5444, 0.4898], [-1.2696, -0.9131, 0.5721], [-1.5543, -1.9377, 0.7545], [0.8428, -1.2726, 0.6026], [1.8054, 1.1785, 0.1668], [2.0874, 2.4572, -0.0775], [3.3608, 2.7900, -0.1646], [4.3872, 1.8690, -0.0139], [3.9924, 0.5603, 0.2457], [2.7177, 0.2232, 0.3367], [4.9980, -0.5556, 0.4629], [4.6102, -1.7795, -0.0895], [4.3418, -1.7453, -1.4792], [3.4051, -1.2195, -1.6860], [5.1581, -1.2622, -2.0246], [4.2537, -2.7841, -1.7904], [6.2449, -0.1222, -0.0088], [7.3130, -0.9684, 0.3621], [7.4368, -0.9780, 1.4511], [7.1460, -1.9912, 0.0138], [8.2034, -0.5569, -0.1082], [5.0513, -0.7626, 1.5492], [5.4267, 2.1321, -0.0941], [3.5614, 3.8355, -0.3645], [-0.3324, 2.7652, -0.0662], [-2.7131, 2.1175, 0.0841], [-5.9851, -0.4665, 1.4102], [-5.7702, -1.6419, 0.1199], [-7.1856, 1.0538, -0.1787], [-6.9687, -0.1225, -1.4669], [-9.2427, -0.3097, -0.4779], [-8.5427, -0.6057, 1.1133], [-8.3261, -1.7862, -0.1796]], "nbo_charge": [-0.6014, -0.3902, -0.5034, 0.8096, -0.5771, -0.5006, 0.2869, -0.2601, -0.1662, -0.0466, -0.1862, -0.2397, 0.2230, 0.2412, 0.3898, -0.4582, 0.0891, -0.2986, 0.2131, -0.4633, 0.3442, -0.5267, -0.2695, 0.1825, 0.1786, 0.1961, -0.5469, -0.2525, 0.1699, 0.1848, 0.1952, 0.1730, 0.2427, 0.1961, 0.2373, 0.2420, 0.2302, 0.2307, 0.2083, 0.2098, 0.2128, 0.2001, 0.2002]}

=====

Entry 3:
{"formula": "C17H20N2O4S", "method": "the ωB97M-V functional and the def2-TZVPD basis", "homo_energy_ev": -9.10, "e_lumo_ev": 0.5, "spin_multiplicity": 1, "smiles": "COc1ccc(S(=O)(=O)NCCC(=O)NCc2ccccc2)cc1", "orbital_gap_ev": 9.6075, "symbols": ["C", "H", "O", "C", "C", "C", "C", "C", "C", "H", "H", "S", "O", "O", "N", "H", "C", "C", "C", "O", "N", "H", "C", "C", "C", "C", "C", "C", "C", "H", "H", "H", "H", "H", "H", "H", "H", "H", "H", "H", "H", "H", "H", "H"], "positions_angstrom": [[0.6020, 4.4896, 1.4556], [1.0568, 4.3255, 2.4371], [-0.6012, 3.7661, 1.3197], [-0.5673, 2.4200, 1.4042], [0.5876, 1.6617, 1.5925], [0.4963, 0.2840, 1.6846], [-0.7326, -0.3354, 1.5907], [-1.8879, 0.4033, 1.4020], [-1.8066, 1.7744, 1.3065], [-2.6863, 2.3814, 1.1669], [-2.8353, -0.1090, 1.3553], [-0.8279, -2.1075, 1.7269], [-2.0746, -2.4696, 2.3359], [0.3998, -2.6036, 2.2746], [-0.8710, -2.5507, 0.0956], [-1.8292, -2.6461, -0.2054], [-0.0235, -3.6528, -0.3344], [0.3722, -3.5234, -1.8034], [1.2601, -2.3415, -2.1807], [1.8413, -2.3067, -3.2458], [1.3477, -1.3593, -1.2611], [0.7790, -1.4107, -0.4299], [2.0195, -0.1155, -1.5368], [1.0853, 1.0622, -1.6639], [-0.2902, 0.9033, -1.7471], [-1.1176, 2.0058, -1.8763], [-0.5809, 3.2789, -1.9367], [0.7924, 3.4453, -1.8668], [1.6177, 2.3452, -1.7238], [2.6895, 2.4766, -1.6685], [1.2202, 4.4358, -1.9301], [-1.2264, 4.1376, -2.0406], [-2.1867, 1.8671, -1.9371], [-0.7206, -0.0865, -1.7164], [2.7582, 0.0862, -0.7521], [2.5541, -0.2593, -2.4833], [0.8960, -4.4288, -2.1146], [-0.5265, -3.4464, -2.4222], [-0.5234, -4.6175, -0.1823], [0.8572, -3.6286, 0.3106], [1.3722, -0.3220, 1.8553], [1.5535, 2.1325, 1.6738], [0.3247, 5.5376, 1.3577], [1.3140, 4.2260, 0.6689]], "nbo_charge": [-0.2563, 0.1800, -0.4867, 0.3496, -0.3236, -0.1188, -0.3966, -0.1642, -0.2482, 0.2327, 0.2361, 2.3111, -0.9314, -0.9399, -0.8898, 0.4064, -0.2411, -0.5020, 0.6838, -0.6292, -0.6345, 0.4157, -0.2726, 0.0686, -0.2565, -0.1878, -0.2276, -0.2153, -0.2435, 0.2085, 0.2126, 0.2151, 0.2120, 0.2178, 0.1996, 0.2546, 0.2451, 0.2255, 0.1996, 0.2371, 0.2344, 0.2290, 0.2040, 0.1864]}

=====

Entry 4:
{"formula": "C17H20N4", "method": "the ωB97M-V functional and the def2-TZVPD basis", "homo_energy_ev": -7.91, "e_lumo_ev": 0.9, "spin_multiplicity": 1, "smiles": "CCCCn1c(NCc2ccccn2)nc2ccccc21", "orbital_gap_ev": 8.7693, "symbols": ["C", "C", "C", "H", "H", "C", "N", "C", "N", "C", "C", "C", "C", "C", "C", "H", "H", "H", "H", "N", "H", "C", "C", "N", "C", "C", "C", "C", "H", "H", "H", "H", "H", "H", "H", "H", "H", "H", "H", "H", "H"], "positions_angstrom": [[0.8778, 3.7658, 1.0367], [-0.1537, 2.9183, 0.3029], [0.4255, 2.3481, -0.9891], [0.7213, 3.1710, -1.6444], [1.3225, 1.7783, -0.7411], [-0.5615, 1.4668, -1.7654], [-0.9271, 0.2514, -1.0847], [-0.3875, -0.9992, -1.2357], [-1.0077, -1.9275, -0.5580], [-2.0344, -1.2881, 0.0876], [-3.0119, -1.7908, 0.9360], [-3.9477, -0.9062, 1.4321], [-3.9256, 0.4449, 1.0901], [-2.9570, 0.9643, 0.2520], [-2.0035, 0.0877, -0.2366], [-2.9563, 2.0114, -0.0093], [-4.6849, 1.1019, 1.4883], [-4.7214, -1.2656, 2.0948], [-3.0312, -2.8392, 1.1868], [0.6397, -1.3015, -2.1122], [0.6864, -2.3135, -2.1638], [1.9613, -0.7236, -1.8878], [2.3854, -0.7501, -0.4380], [2.9129, 0.3723, 0.0341], [3.2762, 0.4189, 1.3043], [3.1194, -0.6423, 2.1802], [2.5600, -1.8129, 1.6913], [2.1913, -1.8743, 0.3588], [1.7464, -2.7689, -0.0477], [2.4119, -2.6652, 2.3380], [3.4195, -0.5537, 3.2125], [3.7065, 1.3577, 1.6294], [2.6728, -1.2915, -2.4938], [1.9808, 0.3109, -2.2364], [-0.1314, 1.1889, -2.7320], [-1.4826, 2.0294, -1.9506], [-1.0297, 3.5314, 0.0771], [-0.4728, 2.0998, 0.9512], [1.1933, 4.6041, 0.4190], [1.7539, 3.1676, 1.2752], [0.4630, 4.1570, 1.9626]], "nbo_charge": [-0.5975, -0.3975, -0.4235, 0.2013, 0.2336, -0.2074, -0.3941, 0.5496, -0.5157, 0.0830, -0.2102, -0.2323, -0.2131, -0.2725, 0.1674, 0.2142, 0.2092, 0.2101, 0.2196, -0.6162, 0.3949, -0.2521, 0.1820, -0.4427, 0.0393, -0.2587, -0.1581, -0.2394, 0.2268, 0.2200, 0.2214, 0.1927, 0.2212, 0.2152, 0.2171, 0.2055, 0.1892, 0.2070, 0.1995, 0.2024, 0.2087]}

=====

Entry 5:
{"formula": "C17H20O5PdSb2", "method": "the ωB97M-V functional and the def2-TZVPD basis", "charge": -2, "homo_energy_ev": -0.01, "e_lumo_ev": 5.0, "spin_multiplicity": 1, "orbital_gap_ev": 5.0259, "symbols": ["Pd", "C", "Sb", "C", "C", "C", "C", "C", "C", "C", "C", "C", "Sb", "C", "C", "H", "H", "H", "H", "H", "H", "H", "H", "H", "H", "H", "H", "H", "H", "H", "H", "H", "H", "H", "H", "O", "C", "C", "O", "C", "C", "O", "C", "O", "O"], "positions_angstrom": [[-0.6869, 1.8593, 1.7045], [0.6242, 0.9716, -1.6989], [-1.2670, 1.1979, -0.6997], [-2.0044, 2.4636, -2.2978], [-1.9076, -0.9254, -1.6112], [-0.8182, -1.6432, -2.2336], [-0.5547, -1.4135, -3.5931], [0.4201, -2.0720, -4.3127], [1.2022, -3.0368, -3.6204], [1.0028, -3.2843, -2.2981], [-0.0007, -2.5939, -1.4976], [-0.1295, -2.8551, -0.1598], [1.2586, -0.2745, 1.8677], [2.1693, 1.7136, 1.5511], [3.1953, -1.0303, 2.5080], [0.4416, 0.7186, -2.7419], [1.1807, 0.1486, -1.2484], [1.2109, 1.8907, -1.6359], [-1.9177, 1.9013, -3.2314], [-1.4188, 3.3807, -2.3721], [-3.0531, 2.7207, -2.1363], [-2.6381, -0.5042, -2.2974], [-2.3350, -1.3106, -0.6922], [-1.1817, -0.6804, -4.1007], [0.5850, -1.8685, -5.3635], [1.9614, -3.5948, -4.1618], [1.6124, -4.0244, -1.7875], [0.5073, -3.6028, 0.3034], [-0.8542, -2.3669, 0.4775], [2.7326, 1.9489, 2.4545], [1.3880, 2.4946, 1.4454], [2.8057, 1.7418, 0.6641], [3.0689, -1.9457, 3.0899], [3.7407, -0.2885, 3.0914], [3.7513, -1.2802, 1.5991], [0.2034, 3.1946, 4.5387], [-0.5677, 2.3957, 4.0065], [-1.9933, 2.7028, 3.5097], [-2.5005, 3.8072, 3.4394], [-2.6707, 1.3723, 3.1586], [-1.5591, 0.3324, 3.1453], [-1.6047, -0.8366, 2.7388], [-0.3600, 0.9788, 3.7128], [0.8178, 0.3129, 3.7972], [-3.8568, 1.1843, 2.9884]], "nbo_charge": [0.0797, -0.9993, 0.9204, -0.9996, -0.5428, -0.2389, -0.1102, -0.4216, -0.2204, -0.2629, -0.0371, -0.6512, 1.4402, -1.0530, -1.0608, 0.2285, 0.2308, 0.2072, 0.2097, 0.2155, 0.2133, 0.1981, 0.2313, 0.1677, 0.1797, 0.1773, 0.1789, 0.1722, 0.2081, 0.2261, 0.2065, 0.2103, 0.2155, 0.2150, 0.2106, -0.6650, 0.3060, 0.3312, -0.5900, 0.3769, 0.2873, -0.6771, 0.0872, -0.8130, -0.5883]}

=====

Entry 6:
{"formula": "C17H21AsN3OPd", "method": "the ωB97M-V functional and the def2-TZVPD basis", "charge": 1, "homo_energy_ev": [-10.82, -11.64], "e_lumo_ev": [-3.8, -5.9], "s2": 2.0341, "spin_multiplicity": 3, "orbital_gap_ev": [7.0257, 5.7627], "symbols": ["Pd", "C", "C", "N", "N", "C", "O", "C", "C", "C", "C", "C", "C", "C", "C", "C", "C", "C", "N", "H", "H", "H", "H", "H", "H", "H", "H", "H", "H", "H", "H", "C", "As", "C", "C", "H", "H", "H", "H", "H", "H", "H", "H", "H"], "positions_angstrom": [[0.6120, -0.7681, -0.5509], [1.3446, 3.6986, -0.2906], [1.4219, 2.2099, -0.3070], [0.3698, 1.4321, -0.2735], [-0.8367, 1.9096, -0.2319], [-1.8146, 0.9508, -0.3815], [-1.5573, -0.2374, -0.6502], [-3.2022, 1.4067, -0.2315], [-4.2211, 0.4524, -0.2012], [-5.5393, 0.8562, -0.1125], [-5.8492, 2.2101, -0.0633], [-4.8381, 3.1610, -0.0781], [-3.5147, 2.7657, -0.1575], [2.7014, 1.5019, -0.3725], [3.9188, 2.1114, -0.0876], [5.0845, 1.3724, -0.1842], [5.0102, 0.0447, -0.5744], [3.7611, -0.4958, -0.8488], [2.6391, 0.2077, -0.7559], [0.3048, 4.0085, -0.3254], [1.8819, 4.1207, -1.1409], [1.8060, 4.0864, 0.6203], [-3.9627, -0.5964, -0.2463], [-6.3279, 0.1165, -0.0866], [-6.8828, 2.5265, -0.0149], [-5.0817, 4.2138, -0.0299], [-2.7206, 3.4982, -0.1660], [3.9549, 3.1477, 0.2199], [6.0427, 1.8227, 0.0354], [5.8975, -0.5649, -0.6684], [3.6519, -1.5239, -1.1672], [-0.4100, -4.6590, -0.5169], [0.4460, -3.0568, 0.1879], [2.2132, -3.7552, 0.6576], [-0.4253, -2.9359, 1.9314], [-0.2386, -5.4789, 0.1788], [-0.0067, -4.9180, -1.4931], [-1.4794, -4.4825, -0.6137], [2.1260, -4.6677, 1.2469], [2.7596, -3.0102, 1.2346], [2.7696, -3.9744, -0.2530], [-0.1192, -3.7446, 2.5933], [-1.5034, -2.9848, 1.7822], [-0.1860, -1.9778, 2.3873]], "mulliken_spin": [0.8041, -0.0016, 0.1840, -0.0291, 0.5187, -0.0359, 0.1701, -0.0024, -0.0014, 0.0027, 0.0111, -0.0074, 0.0191, 0.0888, 0.0679, -0.0229, 0.0625, -0.0229, 0.0928, 0.0059, 0.0086, 0.0162, 0.0000, 0.0000, 0.0003, -0.0001, 0.0009, 0.0057, -0.0004, 0.0026, 0.0008, 0.0044, 0.0445, -0.0038, 0.0034, 0.0018, 0.0004, 0.0004, 0.0009, 0.0008, 0.0008, 0.0017, 0.0020, 0.0038]}